[1]
A 13-piece molecular cluster, C35H51F9O31 overall. Source: the OMol25 dataset; level of theory: ωB97M-V/def2-TZVPD.

Last column: Mulliken charge in e.
Positions of all 126 atoms, in Å:
C1 15.0014 10.7760 20.4395  -1.340
C2 15.1315 9.8700 19.2960  0.099
O1 16.2044 10.3075 18.5108  -0.365
H1 14.9306 11.7703 20.0368  0.224
H2 15.9272 10.7081 21.0628  0.335
H3 14.1885 10.4737 21.1535  0.326
H4 14.1697 9.9163 18.6894  -0.129
H5 15.3616 8.8828 19.6585  0.509
H6 16.0703 11.1759 18.1788  0.187
C3 19.6005 10.0446 16.7160  -0.767
C4 20.1370 10.3789 18.1046  -0.528
O2 19.0952 10.6946 19.0640  -0.539
H7 18.8442 10.7577 16.3730  0.068
H8 19.1751 9.1337 16.7034  0.332
H9 20.4369 10.1022 16.0401  0.460
H10 20.8361 11.2114 18.0817  0.339
H11 20.7472 9.5392 18.4894  0.328
H12 18.2142 10.6167 18.6668  0.412
C5 18.1512 14.7969 17.3205  -1.334
C6 17.5056 13.4526 16.8927  -0.014
O3 16.1912 13.1024 17.4562  -0.415
H13 18.4003 14.6701 18.3711  0.334
H14 17.5111 15.6328 16.9587  0.360
H15 19.0643 14.8885 16.7712  0.394
H16 18.1929 12.6768 17.2433  0.114
H17 17.3231 13.3945 15.8080  0.273
H18 15.5932 13.6840 17.0539  0.130
C7 14.4426 7.4546 16.2883  -0.987
C8 15.6913 8.0414 15.6493  -0.122
O4 15.7706 9.5129 15.8002  0.040
H19 14.5187 6.3813 16.2876  0.606
H20 13.5173 7.7018 15.7551  -0.097
H21 14.3941 7.7024 17.3338  0.181
H22 15.8768 7.7918 14.6206  0.137
H23 16.5967 7.5869 16.1215  0.461
H24 16.1252 9.7350 16.6668  -0.014
C9 11.3931 14.0650 19.7472  -0.257
C10 11.3089 14.6832 18.3703  0.599
O5 11.7744 13.7059 17.5414  -0.348
C11 12.4649 12.7441 18.2306  -0.134
O6 13.1547 11.8923 17.6965  0.604
O7 12.3717 12.9849 19.5401  -0.236
F1 12.2020 15.7723 18.2274  -0.421
H25 10.4169 13.5927 20.0258  -0.114
H26 11.6961 14.7099 20.4786  0.509
H27 10.3461 14.9804 18.0193  0.004
C12 18.1907 8.7610 11.4354  -0.136
C13 18.2615 8.6502 12.9108  0.997
O8 19.6099 9.0829 13.1112  -0.356
C14 20.3587 8.8156 12.0200  0.509
O9 21.5122 9.0098 12.0795  -0.513
O10 19.5387 8.5129 10.9959  -0.388
F2 18.1457 7.2830 13.1975  -0.372
H28 17.9037 9.7855 11.0757  0.110
H29 17.5516 8.0522 10.8977  0.309
H30 17.6888 9.2606 13.6309  -0.127
C15 12.9092 7.6325 11.1230  0.275
C16 12.6665 6.5365 12.0546  0.132
O11 11.2850 6.5206 12.1852  -0.325
C17 10.7941 7.7330 11.8808  0.462
O12 9.7486 8.1452 12.2470  -0.425
O13 11.7345 8.4259 11.2355  -0.224
F3 13.1560 6.7159 13.4349  -0.203
H31 12.9693 7.3614 10.1419  0.468
H32 13.6626 8.3242 11.4529  -0.446
H33 13.1034 5.6118 11.7242  0.340
C18 15.9452 12.7801 10.7358  -0.061
C19 14.4583 13.0438 10.6655  0.394
O14 13.8460 11.8584 10.2475  -0.264
C20 14.8115 11.0240 9.8251  0.630
O15 14.4798 10.0301 9.2484  -0.556
O16 16.0972 11.5739 9.8760  -0.359
F4 14.2953 13.8310 9.4841  -0.374
H34 16.1339 12.3986 11.7788  -0.076
H35 16.5941 13.5343 10.3259  0.441
H36 13.9512 13.4913 11.5134  0.266
C21 13.7050 11.8316 14.8827  1.245
C22 12.9530 10.4856 14.8769  -0.100
O17 13.4014 9.8806 13.6764  0.534
C23 14.5887 10.3688 13.3221  -0.100
O18 15.2655 9.8268 12.4891  -0.608
O19 14.7394 11.5388 13.9240  -0.303
F5 11.6224 10.6424 14.9093  0.318
H37 14.2170 12.0523 15.8847  -0.683
H38 12.9792 12.6609 14.6204  0.163
H39 13.2146 9.8383 15.6807  -0.742
C24 8.8666 9.5349 21.0661  -0.692
C25 9.2562 10.9731 20.6789  0.730
O20 10.2083 10.7766 19.6730  0.405
C26 10.6004 9.4506 19.6675  0.124
O21 11.5415 9.0200 19.0762  -0.477
O22 9.8592 8.6601 20.4755  -0.365
F6 9.9120 11.5543 21.7778  -0.378
H40 7.8725 9.3302 20.6246  0.271
H41 8.8794 9.3750 22.1524  0.415
H42 8.4563 11.6801 20.3864  0.086
C27 10.5452 11.2058 12.0490  1.518
C28 9.1171 11.5900 11.6640  0.144
O23 8.9116 12.7919 12.3126  -0.294
C29 10.0604 13.2616 12.8325  0.308
O24 10.1328 14.2304 13.4902  -0.527
O25 11.0406 12.3996 12.6059  -0.135
F7 8.1465 10.7000 12.0705  -0.268
H43 11.1577 10.7965 11.1854  0.516
H44 10.5051 10.4718 12.7752  -1.514
H45 8.9707 11.5545 10.5827  0.207
C30 8.1238 8.5615 14.9024  -0.220
C31 9.3595 9.4457 15.0989  0.911
O26 9.5777 9.4860 16.4724  0.492
C32 8.4328 9.0489 17.0871  0.024
O27 8.2432 9.2092 18.2336  -0.390
O28 7.5049 8.6682 16.2104  -0.382
F8 9.1017 10.7638 14.6430  -0.029
H46 8.3722 7.5179 14.5609  0.234
H47 7.3423 9.0328 14.2620  0.242
H48 10.2216 9.1624 14.4668  -0.980
C33 7.4160 13.2046 15.8308  -0.005
C34 8.7116 13.8325 16.2893  0.891
O29 8.7687 13.4105 17.6169  -0.140
C35 7.5177 13.1218 18.0377  0.449
O30 7.2299 13.0047 19.2056  -0.663
O31 6.6509 13.0543 17.0355  -0.352
F9 8.6364 15.1469 16.2687  -0.369
H49 7.5627 12.2084 15.3567  -0.075
H50 6.9565 13.9605 15.1612  0.361
H51 9.6615 13.4915 15.7455  -0.125

Values from the calculation:
spin multiplicity = 1
total charge = 0
DFT total energy = -4595.5740 a.u.

---

[2]
C35H52AsLaOP3Se as an isolated structure. Source: the OMol25 dataset; level of theory: ωB97M-V/def2-TZVPD.

Last column: Mulliken charge in e.
Positions of all 94 atoms, in Å:
La1 0.2919 -0.3698 -1.0044  0.939
P1 -2.0288 -1.1300 0.8221  0.658
P2 0.9211 -3.4855 -1.4961  1.092
P3 -2.2190 -1.1027 -2.5637  0.583
H1 -1.7412 4.3615 -0.8563  0.404
C1 -2.5436 3.7423 -1.2749  -0.826
C2 -3.3516 3.0307 -0.4689  -0.672
H2 -3.0961 2.9313 0.5957  0.159
C3 -1.7920 -0.7142 2.5859  -1.025
C4 -2.5232 -2.8919 1.0308  -1.388
C5 -3.7047 -0.3529 0.6107  -0.820
C6 1.7691 -3.6454 -3.0975  -1.152
C7 1.9092 -4.3472 -0.2479  -1.156
C8 -0.5240 -4.5526 -1.7025  -1.127
C9 -3.4190 0.2190 -2.9459  -1.219
C10 -3.3874 -2.5047 -2.4649  -1.396
C11 -1.5295 -1.3921 -4.2395  -1.249
H3 -2.7782 3.9001 -2.3342  0.440
H4 -4.2893 2.5716 -0.8128  0.488
H5 -1.5488 0.3488 2.7135  0.051
H6 -0.9755 -1.3063 3.0176  0.151
H7 -2.7217 -0.9323 3.1335  0.690
H8 -1.6283 -3.5220 1.0847  0.260
H9 -3.1513 -3.2379 0.2027  0.385
H10 -3.0788 -2.9970 1.9721  0.500
H11 -3.5965 0.6702 0.2245  -0.380
H12 -4.1900 -0.3110 1.5966  0.547
H13 -4.3410 -0.9375 -0.0660  0.463
H14 2.1436 -4.6791 -3.0834  0.400
H15 2.6040 -2.9396 -3.2119  0.442
H16 1.0488 -3.4981 -3.9221  0.385
H17 1.9994 -5.3803 -0.5827  0.584
H18 1.4044 -4.2633 0.7222  0.078
H19 2.8829 -3.8596 -0.1501  0.472
H20 -0.0774 -5.5702 -1.6800  0.609
H21 -1.0065 -4.3974 -2.6874  0.445
H22 -1.2673 -4.4600 -0.8920  0.248
H23 -4.0338 -0.1173 -3.7909  0.555
H24 -2.8845 1.1430 -3.1963  0.306
H25 -4.0551 0.4047 -2.0740  0.286
H26 -3.8924 -2.5851 -3.4379  0.477
H27 -4.1433 -2.3287 -1.6908  0.440
H28 -2.8672 -3.4454 -2.2514  0.216
H29 -2.3796 -1.4469 -4.9340  0.510
H30 -0.9618 -2.3336 -4.2814  0.293
H31 -0.8789 -0.5569 -4.5344  0.287
C12 0.3833 2.6686 -3.7327  0.961
C13 0.3052 4.0095 -4.1373  -0.400
C14 0.7561 4.3972 -5.3954  -0.721
C15 1.2978 3.4571 -6.2861  -0.526
C16 1.4668 2.1262 -5.8562  -0.739
C17 1.0106 1.7371 -4.5985  -0.209
Se1 -0.4679 2.1707 -2.1148  -0.109
H32 1.3141 -2.2443 -0.7845  -0.241
H33 -0.1808 4.7089 -3.4752  0.431
H34 0.6753 5.4359 -5.7035  0.396
H35 1.6808 3.7666 -7.2594  0.382
H36 1.9212 1.3969 -6.5405  0.361
H37 1.0733 0.6843 -4.3334  0.051
O1 1.2660 0.1850 0.8206  0.502
As1 1.6485 0.7347 2.4744  0.863
C18 3.4205 1.5015 2.5059  0.609
C19 3.7304 2.5421 3.3984  -0.407
C20 5.0352 3.0544 3.4450  -0.623
C21 6.0229 2.5321 2.5981  -0.519
C22 5.7045 1.5033 1.7081  -0.668
C23 4.4033 0.9882 1.6521  -0.358
C24 0.2995 2.0972 2.8578  0.485
C25 -0.2279 2.2794 4.1467  -0.343
C26 -1.2119 3.2475 4.3691  -0.822
C27 -1.6429 4.0661 3.3227  -0.702
C28 -1.0811 3.9169 2.0529  -0.897
C29 -0.0943 2.9597 1.8206  -0.120
C30 1.5848 -0.9270 3.4351  0.299
C31 1.1697 -0.9866 4.7759  -0.250
C32 1.0122 -2.2345 5.3941  -0.805
C33 1.3273 -3.4056 4.7003  -0.720
C34 1.8355 -3.3362 3.3976  -0.864
C35 1.9744 -2.0940 2.7683  -0.008
H38 2.9521 2.9615 4.0425  0.356
H39 5.2731 3.8697 4.1286  0.418
H40 7.0352 2.9416 2.6322  0.404
H41 6.4692 1.1105 1.0365  0.393
H42 4.1468 0.2071 0.9373  0.210
H43 0.1336 1.6740 4.9816  0.182
H44 -1.6427 3.3550 5.3640  0.447
H45 -2.4102 4.8143 3.4930  0.458
H46 -1.4169 4.5463 1.2294  0.658
H47 0.3704 2.8731 0.8309  0.451
H48 0.9737 -0.0737 5.3328  0.391
H49 0.6341 -2.2828 6.4199  0.445
H50 1.1911 -4.3801 5.1798  0.445
H51 2.1267 -4.2452 2.8685  0.581
H52 2.3841 -2.0387 1.7604  0.439

Values from the calculation:
spin multiplicity = 1
ΔE to the lowest compared entry with this formula, charge and spin = 50.2 kcal/mol
total charge = +3
DFT total energy = -7131.9797 a.u.

---

[3]
C35H52AsOOsP3S as an isolated structure. Source: the OMol25 dataset; level of theory: ωB97M-V/def2-TZVPD.

Last column: Löwdin spin population.
Positions of all 94 atoms, in Å:
Os1 -0.3579 0.6894 0.3557  1.371
P1 -2.2462 -0.4096 0.5622  0.068
P2 0.9909 -0.8741 -0.7367  0.101
P3 -0.6406 1.5878 -1.6477  0.073
H1 -0.3361 5.0364 1.8618  0.003
C1 -0.9618 4.5992 1.0795  0.059
C2 -1.8540 3.6242 1.3855  0.015
H2 -1.8900 3.2144 2.4053  0.004
C3 -2.7499 -0.6343 2.3057  0.021
C4 -2.3249 -2.0982 -0.1822  -0.004
C5 -3.6797 0.4918 -0.1391  0.026
C6 2.7544 -0.3313 -0.8489  0.035
C7 1.2369 -2.6435 -0.2181  0.014
C8 0.6482 -1.2922 -2.5354  0.016
C9 -1.4882 3.1972 -1.6267  0.053
C10 -1.7299 0.8179 -2.9359  -0.002
C11 0.9839 2.1200 -2.3481  0.006
H3 -1.0784 5.2943 0.2165  0.002
H4 -2.8023 3.5503 0.8403  0.000
H5 -2.1457 0.0159 2.9561  0.005
H6 -2.6073 -1.6899 2.5792  0.002
H7 -3.8129 -0.3573 2.3755  0.001
H8 -1.8816 -2.8330 0.5133  0.000
H9 -1.8016 -2.1115 -1.1542  0.000
H10 -3.3969 -2.3080 -0.3461  -0.001
H11 -3.5694 1.5677 0.0679  0.005
H12 -4.5563 0.0960 0.3985  0.003
H13 -3.7583 0.2909 -1.2190  0.000
H14 3.1810 -0.6831 -1.7999  0.005
H15 3.3380 -0.7617 -0.0306  0.000
H16 2.8437 0.7630 -0.8058  0.003
H17 1.4456 -3.2650 -1.1035  0.002
H18 0.3243 -3.0350 0.2545  0.001
H19 2.0800 -2.7419 0.4764  0.001
H20 1.3849 -2.0475 -2.8469  0.003
H21 0.7446 -0.4184 -3.1926  0.000
H22 -0.3548 -1.7319 -2.6356  0.000
H23 -1.3207 3.6775 -2.6055  0.006
H24 -1.0062 3.7761 -0.8433  0.001
H25 -2.5619 3.0880 -1.4098  0.000
H26 -1.3834 1.2251 -3.9006  -0.001
H27 -2.7604 1.1529 -2.7448  0.000
H28 -1.6771 -0.2798 -2.9466  0.000
H29 0.7727 2.8746 -3.1194  0.000
H30 1.5438 1.2887 -2.7934  0.000
H31 1.5914 2.5900 -1.5559  0.003
C12 3.1566 1.8648 2.8909  0.153
C13 3.8591 2.2391 1.7224  0.108
C14 3.2674 3.0678 0.7459  0.002
C15 1.9242 3.4413 0.8840  0.151
C16 1.2325 2.9888 2.0008  0.040
C17 1.8445 2.3179 3.0467  0.062
S1 4.0107 0.9194 4.1122  0.431
H32 3.8110 1.7065 5.1664  0.025
H33 4.9001 1.9390 1.6964  0.004
H34 3.8082 3.4783 -0.1205  -0.001
H35 1.4466 4.0914 0.1452  0.006
H36 0.1714 3.1265 2.1277  0.006
H37 1.3032 2.1768 3.9672  0.001
O1 0.3155 -0.4593 2.0699  0.086
As1 0.5927 -1.9071 3.0317  0.008
C18 -0.2906 -3.6756 2.7031  -0.001
C19 -1.5798 -3.8996 3.2091  0.004
C20 -2.1903 -5.1521 3.0550  0.005
C21 -1.5007 -6.2050 2.4459  0.000
C22 -0.2108 -5.9927 1.9574  0.004
C23 0.3909 -4.7318 2.0815  0.002
C24 2.4758 -2.4421 3.0154  0.014
C25 3.4006 -1.6411 2.3370  0.008
C26 4.7544 -1.9746 2.3186  0.007
C27 5.1971 -3.1310 2.9641  0.003
C28 4.2762 -3.9477 3.6376  0.003
C29 2.9159 -3.6009 3.6709  0.006
C30 0.2344 -1.5357 4.8923  0.128
C31 0.3482 -0.2257 5.3573  0.073
C32 0.1921 0.0572 6.7084  0.302
C33 -0.0373 -0.9653 7.6345  0.087
C34 -0.1555 -2.2926 7.1824  0.047
C35 -0.0358 -2.5749 5.8105  0.305
H38 -2.0958 -3.1053 3.7521  0.001
H39 -3.2090 -5.2948 3.4196  0.000
H40 -1.9642 -7.1929 2.3699  0.000
H41 0.3295 -6.8079 1.4742  0.000
H42 1.3985 -4.5861 1.6937  0.000
H43 3.0155 -0.7411 1.8507  0.001
H44 5.4676 -1.3089 1.8179  0.000
H45 6.2604 -3.3803 2.9632  0.000
H46 4.6115 -4.8574 4.1376  0.000
H47 2.2065 -4.2508 4.1860  0.000
H48 0.5689 0.5604 4.6395  0.000
H49 0.2681 1.0879 7.0482  0.011
H50 -0.1341 -0.7488 8.7002  0.001
H51 -0.3502 -3.1096 7.8934  -0.001
H52 -0.1786 -3.6039 5.4673  0.010

Values from the calculation:
spin multiplicity = 5
ΔE to the lowest compared entry with this formula, charge and spin = 57.5 kcal/mol
total charge = +4
DFT total energy = -5187.1248 a.u.

---

[4]
C35H52AsP3ReSe as an isolated structure. Source: the OMol25 dataset; level of theory: ωB97M-V/def2-TZVPD.

Last column: Löwdin spin population.
Positions of all 93 atoms, in Å:
Re1 -1.0117 -0.5285 -0.3414  0.917
P1 -2.5039 -0.8747 1.3946  0.008
P2 0.1450 -2.5048 -0.8132  0.019
P3 -2.7001 -1.0107 -1.8196  0.035
H1 0.1968 1.8301 -1.2687  0.005
C1 -0.7994 1.3923 -1.3726  -0.013
C2 -1.6952 1.6022 -0.2382  -0.016
H2 -1.2713 2.1785 0.5904  0.000
C3 -2.2298 -0.2821 3.1108  0.013
C4 -2.8099 -2.6476 1.8038  0.006
C5 -4.2336 -0.2420 1.2457  -0.002
C6 1.1696 -2.5003 -2.3483  -0.005
C7 1.4490 -3.1557 0.3048  0.005
C8 -0.7922 -4.0638 -1.1095  0.015
C9 -3.9464 0.3132 -2.1344  0.017
C10 -3.8675 -2.4284 -1.5339  0.019
C11 -2.2069 -1.3730 -3.5599  0.006
H3 -1.2188 1.5467 -2.3761  0.003
H4 -2.7401 1.8357 -0.4388  0.003
H5 -2.1252 0.8037 3.1732  0.000
H6 -1.3314 -0.7420 3.5277  0.005
H7 -3.0973 -0.5719 3.7185  0.000
H8 -1.8781 -3.1631 2.0703  0.000
H9 -3.2778 -3.1846 0.9715  0.000
H10 -3.4821 -2.6824 2.6733  0.000
H11 -4.2277 0.8302 1.0154  0.000
H12 -4.7232 -0.3791 2.2211  -0.001
H13 -4.8166 -0.7695 0.4847  0.000
H14 1.6684 -3.4698 -2.4727  -0.001
H15 1.9400 -1.7205 -2.2934  0.002
H16 0.5493 -2.3093 -3.2357  0.000
H17 2.0393 -3.9056 -0.2423  0.000
H18 1.0104 -3.6525 1.1783  0.000
H19 2.1287 -2.3648 0.6449  0.000
H20 -0.0886 -4.9006 -1.2122  0.002
H21 -1.3790 -4.0159 -2.0325  0.000
H22 -1.4588 -4.2958 -0.2714  0.000
H23 -4.6343 -0.0577 -2.9066  0.001
H24 -3.4601 1.2261 -2.4941  0.000
H25 -4.5246 0.5502 -1.2330  0.000
H26 -4.5014 -2.5130 -2.4299  0.001
H27 -4.5206 -2.2756 -0.6671  0.000
H28 -3.3251 -3.3725 -1.4020  0.000
H29 -3.1095 -1.3206 -4.1877  0.000
H30 -1.7676 -2.3740 -3.6511  0.000
H31 -1.4735 -0.6375 -3.9311  0.011
C12 1.0072 2.0613 -5.1537  0.180
C13 0.4424 3.1718 -4.5138  0.070
C14 0.3413 4.4016 -5.1724  0.037
C15 0.8354 4.5433 -6.4793  0.209
C16 1.4439 3.4515 -7.1184  0.025
C17 1.5310 2.2187 -6.4631  0.079
Se1 0.9937 0.3698 -4.2016  0.345
H32 0.4700 0.2843 -2.6721  0.010
H33 0.0674 3.0512 -3.4991  0.000
H34 -0.1285 5.2446 -4.6621  -0.001
H35 0.7419 5.5023 -6.9926  0.008
H36 1.8400 3.5789 -8.1291  -0.001
H37 1.9934 1.3693 -6.9614  0.001
C18 1.0965 4.7286 3.2072  0.005
C19 2.2791 4.0790 2.8367  0.004
C20 2.2350 2.7636 2.3544  0.000
C21 1.0088 2.0897 2.2801  0.006
C22 -0.1703 2.7417 2.6630  0.006
C23 -0.1320 4.0667 3.1017  0.000
As1 0.9233 0.1878 1.6993  0.019
C24 2.8278 -0.0428 1.2152  0.023
C25 3.2078 0.1839 -0.1191  0.003
C26 4.5569 0.0844 -0.4854  0.002
C27 5.5174 -0.2423 0.4851  0.002
C28 5.1343 -0.4817 1.8026  0.001
C29 3.7882 -0.4060 2.1664  0.010
C30 1.0555 -0.6585 3.5148  0.280
C31 0.7591 -2.0276 3.6364  0.056
C32 0.8963 -2.6615 4.8735  0.102
C33 1.2481 -1.9148 6.0107  0.299
C34 1.4764 -0.5389 5.9007  0.063
C35 1.3726 0.0950 4.6556  0.078
H38 1.1296 5.7579 3.5774  0.000
H39 3.2434 4.5841 2.9199  0.000
H40 3.1581 2.2578 2.0537  0.000
H41 -1.1250 2.2144 2.6195  0.000
H42 -1.0662 4.5659 3.3566  0.000
H43 2.4430 0.4334 -0.8701  0.001
H44 4.8372 0.2573 -1.5254  0.000
H45 6.5679 -0.3206 0.1857  0.000
H46 5.8816 -0.7417 2.5546  0.001
H47 3.4811 -0.6354 3.1888  0.005
H48 0.3999 -2.5819 2.7666  -0.001
H49 0.7188 -3.7349 4.9477  0.002
H50 1.3342 -2.4047 6.9831  0.011
H51 1.7403 0.0615 6.7802  0.000
H52 1.5294 1.1731 4.5697  0.000

Values from the calculation:
spin multiplicity = 4
total charge = +4
DFT total energy = -7102.8232 a.u.